The following is a quantum chemistry calculation of a structure of composition C27H66CoN13OP in a non-equilibrium geometry, from the Open Molecules 2025 dataset.

The geometry in XYZ format:
```
109
Properties=species:S:1:pos:R:3:forces:R:3
Co -0.68821 -1.96558 0.33106 -0.11 0.30 0.59
P 0.75562 6.25616 -0.23416 2.23 -1.37 -3.35
O 0.23095 4.89020 -0.25592 -0.37 -0.54 0.66
N 1.00271 -0.00260 -2.39606 -0.16 0.45 0.69
N 0.84411 -2.65356 3.93938 0.94 1.86 -1.66
N -1.65817 -3.75874 0.19479 -0.34 -1.06 -0.07
N -0.86838 -0.95117 -1.39721 -0.35 0.48 0.09
N -0.23127 7.23426 -1.13878 -0.50 0.57 0.52
N 2.33082 6.40794 -0.83632 -1.14 0.77 1.75
N -2.18709 -5.94021 -0.71703 0.34 0.32 1.05
N -0.10568 -1.75374 -3.51034 1.02 2.23 1.39
N -2.61840 -1.19384 0.86734 1.33 0.04 -0.57
N 1.01344 6.75548 1.36512 -0.79 1.08 0.56
N -0.00360 -5.15004 -0.70024 -0.37 0.67 0.60
N 2.15733 -1.28597 2.54828 -0.96 0.54 -0.08
N -0.17819 -1.26799 2.25477 1.24 -0.49 -1.24
C -3.06390 -0.53369 -0.37807 -2.26 0.19 0.90
C -1.32964 -4.93915 -0.38454 1.12 1.24 0.57
C 3.39633 5.64540 -0.15718 -1.95 -1.04 0.43
C 2.33578 -0.32836 -2.85166 0.82 0.01 0.44
C -1.46637 6.74749 -1.86525 1.82 -1.07 1.12
C 2.65785 6.80763 -2.19036 -0.06 0.03 1.06
C -0.11865 8.67853 -1.15988 0.91 0.49 -0.34
C -2.01897 -7.32958 -0.28500 0.39 -1.14 -0.48
C -3.40499 -5.70699 -1.42806 -1.27 -0.05 -1.53
C 1.88220 7.83021 1.72836 1.95 0.71 0.34
C 0.04958 6.37428 2.38665 0.08 0.17 0.41
C 0.17313 -1.32383 -4.88589 -1.12 -0.34 0.42
C -2.36054 -0.90555 -1.63004 2.05 -1.05 -0.54
C 1.90786 -2.77648 4.92686 -0.07 -1.38 -0.74
C 3.28298 -2.18548 2.41620 0.43 -0.46 -0.60
C 2.37342 0.08809 2.02351 -0.63 -0.37 -0.55
C -2.28567 -0.17100 1.88903 -0.62 -1.13 1.30
C -0.99280 -2.84334 -3.50645 -0.71 -1.59 -0.58
C -3.40008 -2.32438 1.40714 -0.22 0.77 -0.10
C -1.29279 -0.69235 2.96738 -0.10 -0.16 0.05
C 1.10652 -4.42204 -0.10453 -0.67 0.29 1.92
C 0.89200 -1.71484 2.92601 0.93 -0.82 0.19
C 0.42751 -6.15014 -1.63399 -0.95 -1.16 -0.82
C -2.99807 -3.69477 0.82700 -1.64 -0.69 -0.29
C -0.00618 -0.89380 -2.43554 -0.87 -0.86 -0.23
C -0.23539 -3.56602 4.10094 -0.57 -0.76 0.10
C 0.84683 1.20791 -1.53532 -0.11 -1.85 -0.33
H -0.15281 8.92659 -2.22175 0.35 0.51 0.02
H -0.92657 -3.51360 -2.67067 0.19 0.11 0.92
H -0.33210 -6.25980 -2.43155 0.42 -0.12 0.38
H -1.85236 0.68970 1.40782 0.25 0.17 -0.21
H 0.44362 -2.22924 -5.42323 0.39 0.27 -0.28
H -2.29493 7.25074 -1.41733 -0.77 0.15 0.03
H 0.16401 -4.62208 4.18670 -0.62 1.13 -0.07
H -3.81325 -3.94347 0.08604 0.98 0.06 0.76
H 1.34899 -5.83080 -2.08719 0.27 0.09 -0.28
H -0.94587 9.23039 -0.70855 -0.18 -0.40 0.26
H 2.61886 7.50396 2.50323 -0.45 -0.26 -0.40
H 0.97875 -3.30440 -0.19060 0.27 -0.85 0.17
H -0.62888 -3.44875 -4.33333 -0.59 -0.30 -0.19
H -3.48082 -4.66966 -1.83443 0.16 -0.76 0.49
H 1.37127 0.56005 1.95325 0.78 -0.11 0.11
H -2.60804 -0.22868 -2.43515 -0.10 0.40 -0.15
H -0.89439 0.17957 3.53584 -0.70 -0.49 -0.05
H -0.83541 -1.02102 -5.26128 1.09 0.37 -0.30
H 1.07434 0.97333 -0.50340 0.10 0.05 0.26
H -0.17086 1.49671 -1.62060 -0.81 0.46 0.15
H 3.08583 0.04780 -2.11799 -0.58 -0.30 -0.34
H 1.43757 -2.88435 5.88107 -0.20 -0.14 0.73
H -2.65366 -1.88489 -1.95950 -0.62 -0.54 -0.01
H -1.38101 6.93072 -2.93642 0.16 0.32 0.11
H 4.17116 -1.87338 3.00442 -0.50 -0.08 -0.45
H 3.59017 7.34775 -2.25602 0.12 0.53 0.25
H -1.45768 5.66530 -1.70170 -0.51 0.26 -0.06
H -2.99521 0.53199 -0.17144 0.02 0.11 -0.38
H 0.60305 -7.13154 -1.16681 -0.06 0.24 -0.15
H -2.99443 -7.66110 0.18950 1.20 0.19 -0.69
H 2.51696 -3.70507 4.71960 -0.36 1.12 0.38
H -4.52028 -2.15641 1.31746 1.24 -0.19 -0.07
H -3.35410 -6.37627 -2.32609 -0.35 0.48 0.59
H 0.95702 -0.58292 -4.89183 -0.21 0.25 -0.44
H 3.16962 5.47677 0.91133 -0.06 0.28 -0.33
H -0.95122 -3.45733 3.28365 0.26 -0.32 -0.14
H -3.23727 0.11002 2.34141 0.05 0.43 0.35
H -1.67574 -1.47413 3.66303 -0.47 0.99 -0.18
H -1.73425 -7.96597 -1.19232 -0.74 0.54 1.26
H 0.82487 9.02027 -0.68385 -0.53 -0.17 -0.51
H 3.52135 -2.25571 1.32195 0.19 0.15 0.90
H 3.04161 0.64919 2.68825 -0.21 -0.15 -0.04
H -0.79675 7.09099 2.41219 0.41 -0.24 -0.01
H 3.36373 4.62254 -0.58052 0.81 0.49 0.00
H -3.18333 -2.30322 2.46976 -0.07 -0.17 0.18
H 2.59527 0.13618 -3.80089 -0.04 -0.09 -0.16
H -4.16048 -0.74610 -0.52575 0.85 0.25 0.10
H 2.51904 8.27596 0.92108 -1.02 -0.68 0.43
H 1.34752 8.60010 2.27388 -0.45 0.30 -0.09
H 2.78511 5.94277 -2.75688 0.17 -1.54 -1.35
H -0.31107 5.38057 2.18684 -0.22 -0.28 -0.19
H -0.76394 -3.26082 4.99917 -0.23 -0.53 0.37
H -3.14687 -4.39337 1.70637 0.48 0.27 -1.16
H 2.42281 -1.41806 -2.90074 0.16 0.22 -0.25
H 3.00003 -3.19233 2.72768 0.08 0.19 -0.02
H 2.02230 -4.68671 -0.61019 0.12 0.05 -0.17
H 1.46889 1.98609 -1.89391 0.71 0.65 -0.44
H 0.56289 6.38927 3.35696 -0.20 0.12 -0.19
H 1.23483 -4.75241 0.98658 -0.18 0.85 -1.30
H 4.31864 6.17783 -0.19734 0.80 0.09 -0.38
H -1.19961 -7.48092 0.45669 -0.66 0.48 -0.48
H 2.84268 0.10724 0.99728 -0.48 -0.37 0.95
H 1.83239 7.34975 -2.56120 -0.61 0.85 -0.76
H 2.46267 -1.86968 4.92176 0.81 0.44 0.05
H -2.05090 -2.59214 -3.64803 0.22 0.02 -0.30
H -4.34770 -5.97212 -0.87428 0.94 0.32 -0.28
```
Positions in Å, forces in eV/Å.

frontier orbital gap (alpha / beta): 9.61 / 4.71 eV
multiplicity: 5
largest force on an atom: 4.2 eV/Å
total charge: +3
ΔE to the lowest compared entry with this formula, charge and spin: 0.00 kJ/mol
LUMO energy (alpha / beta): -0.2113 / -0.3939 hartree
HOMO level (alpha / beta): -15.36 / -15.43 eV

Atomic partial charges in e from the Mulliken method, atoms 1 to 2:
1 Co -0.199
2 P 0.544